A 15-piece molecular cluster, C45H120O45S15 overall in a non-equilibrium geometry. Source: the Open Molecules 2025 dataset; level of theory: ωB97M-V with the def2-TZVPD basis set.

```
225
Properties=species:S:1:pos:R:3
O 1.120 -8.010 -3.036
S -0.151 -8.749 -2.912
O -1.012 -9.075 -4.090
O 0.096 -10.185 -2.059
C -0.970 -11.115 -1.791
C -0.277 -12.410 -1.227
C -1.234 -7.865 -1.568
H -1.470 -11.380 -2.723
H -1.637 -10.789 -0.993
H 0.244 -12.995 -1.985
H -1.033 -13.158 -0.991
H 0.432 -12.210 -0.424
H -2.055 -8.568 -1.432
H -1.389 -6.818 -1.829
H -0.654 -7.806 -0.646
O 6.475 -1.818 -0.499
S 7.408 -1.248 0.460
O 7.538 -1.828 1.779
O 8.996 -1.187 -0.192
C 10.105 -1.460 0.631
C 10.473 -0.252 1.402
C 7.123 0.635 0.559
H 10.870 -1.742 -0.093
H 9.767 -2.372 1.122
H 11.390 -0.252 1.992
H 9.661 -0.063 2.105
H 10.571 0.599 0.728
H 7.518 0.983 1.513
H 6.048 0.816 0.568
H 7.550 1.072 -0.344
O -5.912 -3.905 -2.392
S -6.183 -2.675 -3.104
O -5.743 -2.431 -4.436
O -7.837 -2.484 -3.039
C -8.578 -2.876 -1.875
C -9.041 -1.541 -1.356
C -5.694 -1.280 -1.969
H -7.826 -3.271 -1.191
H -9.389 -3.592 -2.009
H -8.335 -0.716 -1.258
H -9.496 -1.762 -0.390
H -9.914 -1.227 -1.928
H -4.616 -1.373 -1.835
H -6.224 -1.326 -1.017
H -5.880 -0.308 -2.425
O 1.710 -1.122 0.899
S 0.789 -1.208 -0.238
O 0.474 -2.532 -0.848
O -0.689 -0.439 0.122
C -0.660 0.584 1.095
C -2.054 1.054 1.448
C 1.410 0.008 -1.663
H -0.213 1.493 0.692
H -0.229 0.231 2.032
H -2.058 1.758 2.280
H -2.710 0.197 1.600
H -2.530 1.622 0.648
H 2.327 -0.383 -2.106
H 1.683 0.956 -1.200
H 0.593 0.149 -2.370
O 7.252 0.506 -4.457
S 8.496 0.460 -5.248
O 8.647 -0.507 -6.333
O 8.754 1.907 -6.004
C 8.747 3.062 -5.191
C 8.724 4.250 -6.128
C 10.069 0.424 -4.279
H 9.581 3.005 -4.492
H 7.838 3.126 -4.594
H 8.064 4.157 -6.990
H 9.619 4.242 -6.750
H 8.589 5.240 -5.692
H 9.972 1.093 -3.424
H 10.868 0.715 -4.960
H 10.128 -0.624 -3.984
O -7.225 -7.010 3.234
S -7.413 -6.252 1.967
O -8.691 -5.537 1.719
O -6.295 -5.066 1.866
C -4.984 -5.341 2.397
C -3.918 -4.254 1.971
C -6.944 -7.231 0.450
H -4.628 -6.318 2.071
H -5.083 -5.371 3.482
H -3.310 -4.473 1.093
H -3.281 -3.945 2.800
H -4.481 -3.349 1.745
H -5.885 -7.312 0.204
H -7.422 -6.854 -0.454
H -7.463 -8.142 0.746
O -6.339 9.467 6.438
S -7.272 8.357 6.375
O -8.087 8.209 5.156
O -6.374 6.951 6.557
C -5.086 6.968 5.904
C -4.765 5.456 5.576
C -8.395 8.246 7.826
H -4.326 7.275 6.623
H -5.042 7.532 4.971
H -4.871 4.801 6.441
H -3.711 5.231 5.417
H -5.434 5.101 4.792
H -7.700 8.031 8.638
H -9.068 7.402 7.673
H -8.807 9.231 8.042
O -0.614 4.924 -0.746
S -1.238 6.181 -0.353
O -2.656 6.472 -0.681
O -0.965 6.403 1.281
C 0.215 5.914 1.789
C 0.793 6.969 2.774
C -0.216 7.645 -1.039
H 0.907 5.504 1.053
H 0.157 5.032 2.426
H 1.556 6.557 3.434
H 0.145 7.455 3.503
H 1.375 7.772 2.321
H -0.797 7.986 -1.895
H 0.785 7.249 -1.211
H 0.029 8.371 -0.263
O -8.223 -3.588 6.920
S -8.768 -2.269 6.607
O -9.759 -1.598 7.443
O -7.517 -1.162 6.531
C -6.263 -1.521 5.836
C -5.211 -0.491 6.102
C -9.361 -2.257 4.858
H -6.405 -1.576 4.757
H -5.866 -2.460 6.221
H -5.529 0.514 5.824
H -4.293 -0.715 5.560
H -4.938 -0.564 7.155
H -8.555 -2.581 4.200
H -9.620 -1.211 4.690
H -10.250 -2.879 4.754
O 3.541 -8.804 1.868
S 4.827 -8.190 1.478
O 5.750 -7.668 2.561
O 5.729 -9.184 0.470
C 4.947 -9.949 -0.497
C 5.742 -11.080 -1.085
C 4.602 -6.781 0.301
H 4.618 -9.214 -1.231
H 4.075 -10.430 -0.053
H 5.773 -11.957 -0.439
H 6.768 -10.754 -1.262
H 5.296 -11.382 -2.032
H 3.954 -7.161 -0.489
H 5.580 -6.521 -0.102
H 4.079 -5.988 0.835
O 0.848 6.024 -6.505
S 0.148 4.910 -7.104
O -1.232 4.603 -6.667
O 0.195 5.174 -8.750
C -0.529 4.344 -9.642
C -0.275 4.756 -11.057
C 1.141 3.337 -7.131
H -1.601 4.302 -9.446
H -0.252 3.290 -9.611
H 0.709 4.386 -11.346
H -0.546 5.794 -11.250
H -0.912 4.095 -11.644
H 0.967 2.932 -6.134
H 2.199 3.534 -7.303
H 0.637 2.664 -7.824
O 4.940 9.349 -3.482
S 4.999 9.192 -2.000
O 4.227 10.092 -1.153
O 4.728 7.572 -1.628
C 4.883 6.718 -2.774
C 4.671 5.196 -2.308
C 6.810 9.304 -1.584
H 5.797 6.910 -3.337
H 4.084 7.032 -3.445
H 3.687 5.146 -1.841
H 5.442 4.850 -1.620
H 4.663 4.418 -3.071
H 6.935 8.889 -0.584
H 7.138 10.343 -1.559
H 7.459 8.800 -2.299
O 3.440 2.630 5.801
S 4.055 1.999 4.633
O 3.587 2.438 3.323
O 5.694 2.319 4.719
C 6.346 2.221 5.938
C 7.901 2.133 5.651
C 4.079 0.195 4.899
H 5.936 1.414 6.544
H 6.010 3.129 6.437
H 8.104 2.111 4.580
H 8.539 1.358 6.077
H 8.334 3.071 5.998
H 4.561 -0.302 4.057
H 3.053 -0.170 4.926
H 4.461 -0.047 5.891
O -7.704 1.320 2.723
S -8.434 2.442 3.319
O -9.877 2.500 3.268
O -7.874 2.668 4.904
C -8.695 3.421 5.776
C -8.171 3.266 7.180
C -7.849 4.059 2.494
H -9.672 2.955 5.645
H -8.934 4.441 5.473
H -7.112 3.522 7.185
H -8.280 2.250 7.560
H -8.627 3.949 7.897
H -6.770 4.179 2.397
H -8.209 4.963 2.987
H -8.309 4.027 1.507
O 0.877 -1.982 -6.354
S 1.064 -3.340 -6.861
O 0.920 -3.653 -8.260
O 2.544 -3.911 -6.414
C 3.117 -3.352 -5.216
C 4.316 -4.173 -4.830
C 0.137 -4.613 -5.950
H 2.464 -3.453 -4.349
H 3.253 -2.286 -5.395
H 4.863 -4.542 -5.698
H 4.050 -5.036 -4.220
H 5.105 -3.604 -4.339
H 0.324 -5.567 -6.444
H -0.940 -4.459 -6.015
H 0.441 -4.668 -4.905
```

Values from the calculation:
HOMO-LUMO gap (eV): 10.71
Relative energy (zero: lowest compared OMol25 entry of this formula, charge and spin) (eV): 10.182

Löwdin population analysis, charges in e, atoms 1 to 5: -0.323, 0.734, -0.332, -0.302, -0.253

---

C35H31N2O2S3SbTi as an isolated structure. Source: the Open Molecules 2025 dataset; level of theory: ωB97M-V with the def2-TZVPD basis set.

```
75
Properties=species:S:1:pos:R:3
Ti -1.908 0.730 -1.097
O -0.087 2.884 6.650
C 0.456 2.488 5.491
O 1.637 2.358 5.364
C -0.479 2.149 4.360
C -0.017 2.360 3.070
C -0.770 1.935 1.995
C -1.972 1.265 2.192
C -2.447 1.071 3.483
C -1.705 1.527 4.559
N -2.602 0.697 1.040
C -3.737 0.120 1.134
C -4.329 -0.544 -0.028
C -5.551 -1.164 0.031
C -6.033 -1.812 -1.105
C -5.270 -1.819 -2.255
C -4.051 -1.161 -2.252
N -3.588 -0.534 -1.163
H -1.031 3.076 6.569
H 0.949 2.825 2.924
H -0.396 2.084 0.995
H -3.354 0.518 3.690
H -2.059 1.320 5.564
H -4.291 0.076 2.067
H -6.121 -1.147 0.951
H -6.996 -2.308 -1.082
H -5.607 -2.316 -3.154
H -3.432 -1.125 -3.135
S -2.847 4.051 -3.678
C -2.430 2.875 -2.692
S -1.729 1.309 -3.254
S -2.554 2.893 -0.924
C 3.816 -0.724 -2.146
C 3.284 0.658 -2.426
C 4.048 1.545 -3.182
C 3.612 2.836 -3.450
C 2.392 3.280 -2.961
C 1.610 2.416 -2.214
C 2.052 1.122 -1.954
Sb 0.778 -0.130 -0.842
C 0.708 -1.943 -1.946
C 0.208 -1.747 -3.236
C 0.118 -2.807 -4.124
C 0.528 -4.067 -3.713
C 1.035 -4.254 -2.435
C 1.140 -3.206 -1.521
C 1.733 -3.470 -0.162
C 1.270 -0.349 1.201
C 0.386 -1.162 1.911
C 0.508 -1.300 3.283
C 1.500 -0.592 3.946
C 2.368 0.227 3.239
C 2.283 0.366 1.853
C 3.248 1.282 1.143
H 4.903 -0.738 -2.217
H 3.427 -1.452 -2.861
H 3.556 -1.074 -1.143
H 5.010 1.216 -3.559
H 4.234 3.500 -4.037
H 2.054 4.289 -3.160
H 0.651 2.761 -1.835
H -0.061 -0.753 -3.579
H -0.249 -2.646 -5.130
H 0.472 -4.906 -4.396
H 1.377 -5.239 -2.137
H 2.264 -4.421 -0.157
H 0.965 -3.522 0.610
H 2.438 -2.695 0.133
H -0.395 -1.712 1.393
H -0.166 -1.949 3.829
H 1.605 -0.676 5.021
H 3.134 0.777 3.775
H 3.982 1.676 1.844
H 2.739 2.134 0.686
H 3.789 0.766 0.349
```

Values from the calculation:
Total charge: +2
HOMO-LUMO gap (eV): 6.15
Relative energy (zero: lowest compared OMol25 entry of this formula, charge and spin) (eV): 0.413

Löwdin population analysis, charges in e, atoms 1 to 5: 0.465, 0.155, -0.471, 0.147, -0.111

---

C4H4MgO2Tl as an isolated structure in a non-equilibrium geometry. Source: the Open Molecules 2025 dataset; level of theory: ωB97M-V with the def2-TZVPD basis set.

```
12
Properties=species:S:1:pos:R:3
H -2.966 -0.158 0.269
C 0.802 -1.368 0.415
C -0.110 -2.500 -0.028
C -0.698 -1.201 0.365
C -1.556 -0.222 0.219
O -1.344 1.062 0.107
O 1.576 -0.662 -0.457
H 1.210 -1.484 1.430
H -0.214 -3.353 0.649
H -0.130 -2.746 -1.094
Mg 0.909 1.047 -0.802
Tl -3.383 2.600 0.411
```

Values from the calculation:
Total charge: +1
HOMO-LUMO gap (eV): 5.26
Relative energy (zero: lowest compared OMol25 entry of this formula, charge and spin) (eV): 0.000

Löwdin population analysis, charges in e, atoms 1 to 5: 0.129, -0.418, -0.023, -0.193, -0.365

---

A 7-piece molecular cluster, C38H86N4O7 overall in a non-equilibrium geometry. Source: the Open Molecules 2025 dataset; level of theory: ωB97M-V with the def2-TZVPD basis set.

```
135
Properties=species:S:1:pos:R:3
C -6.341 1.270 6.061
C -5.472 1.365 4.809
C -6.112 0.486 3.721
C -5.429 2.854 4.398
C -4.331 3.149 3.376
C -3.009 2.659 3.937
C -2.990 1.160 4.297
C -2.961 0.356 2.995
C -1.661 0.985 5.027
N -4.097 0.966 5.201
O -4.070 -0.353 5.730
H -7.388 1.438 5.795
H -6.324 0.300 6.561
H -6.070 2.009 6.820
H -6.780 -0.279 4.113
H -6.455 1.071 2.868
H -5.358 -0.161 3.253
H -6.411 3.002 3.931
H -5.433 3.528 5.254
H -4.645 2.758 2.406
H -4.274 4.235 3.261
H -2.827 3.190 4.881
H -2.160 2.991 3.334
H -1.980 0.336 2.518
H -3.661 0.652 2.211
H -3.227 -0.680 3.248
H -1.553 -0.047 5.390
H -1.610 1.551 5.961
H -0.778 1.201 4.431
H -4.306 -0.256 6.658
C -0.463 -4.008 -1.369
C -1.823 -4.718 -1.453
C -1.875 -5.695 -2.630
C -2.043 -5.543 -0.173
C -2.473 -4.687 1.012
C -3.593 -3.713 0.705
C -3.435 -2.881 -0.568
C -4.784 -2.298 -0.936
C -2.431 -1.728 -0.327
N -2.921 -3.771 -1.602
O -3.007 -3.194 -2.892
H -0.269 -3.407 -2.257
H -0.462 -3.378 -0.484
H 0.324 -4.762 -1.312
H -2.760 -6.326 -2.527
H -1.899 -5.186 -3.591
H -1.026 -6.381 -2.621
H -2.710 -6.397 -0.263
H -1.040 -5.893 0.089
H -2.744 -5.297 1.878
H -1.665 -4.065 1.427
H -3.862 -3.034 1.524
H -4.544 -4.268 0.637
H -5.492 -3.085 -1.226
H -4.798 -1.582 -1.756
H -5.250 -1.844 -0.058
H -1.670 -2.072 0.377
H -2.899 -0.910 0.226
H -1.987 -1.461 -1.282
H -3.807 -3.578 -3.268
C 7.007 0.827 -0.107
C 5.508 0.954 -0.441
C 4.696 0.441 0.743
C 5.176 2.405 -0.727
C 5.563 2.845 -2.135
C 5.146 1.906 -3.260
C 5.501 0.445 -2.993
C 4.543 -0.377 -3.860
C 6.969 0.147 -3.345
N 5.159 0.115 -1.603
O 5.490 -1.232 -1.341
H 7.272 1.416 0.768
H 7.310 -0.218 0.006
H 7.620 1.082 -0.975
H 4.860 1.062 1.625
H 3.625 0.550 0.515
H 4.792 -0.625 0.930
H 4.116 2.595 -0.525
H 5.658 3.112 -0.045
H 5.317 3.901 -2.286
H 6.661 2.942 -2.128
H 5.672 2.288 -4.139
H 4.080 2.055 -3.451
H 4.708 -0.163 -4.918
H 3.517 -0.301 -3.507
H 4.765 -1.452 -3.797
H 7.616 1.020 -3.282
H 7.029 -0.264 -4.357
H 7.336 -0.654 -2.704
H 4.642 -1.613 -1.070
C 1.471 2.701 -3.891
C 0.371 2.202 -2.931
C -0.503 1.184 -3.664
C 0.953 1.486 -1.729
C 1.576 2.367 -0.678
C 0.630 3.485 -0.274
C -0.016 4.239 -1.456
C -1.188 5.028 -0.877
C 1.027 5.233 -2.012
N -0.502 3.264 -2.419
O -1.178 3.934 -3.466
H 2.312 3.195 -3.412
H 1.863 1.856 -4.463
H 0.966 3.347 -4.612
H -1.233 0.770 -2.959
H -1.087 1.594 -4.489
H 0.059 0.311 -3.998
H 0.201 0.854 -1.246
H 1.716 0.765 -2.052
H 2.028 1.820 0.148
H 2.437 2.928 -1.079
H 1.145 4.189 0.386
H -0.174 3.081 0.359
H -0.898 5.559 0.033
H -1.947 4.317 -0.541
H -1.590 5.757 -1.577
H 0.944 6.223 -1.559
H 0.926 5.368 -3.090
H 2.052 4.914 -1.810
H -1.982 3.415 -3.571
C 1.755 -4.806 1.640
O 1.208 -3.492 1.853
H 2.012 -5.294 2.580
H 0.967 -5.424 1.202
H 2.588 -4.729 0.946
H 1.251 -3.270 2.785
C 2.806 -3.070 -1.569
O 3.191 -2.704 -0.229
H 3.726 -3.014 -2.146
H 2.447 -4.101 -1.575
H 2.047 -2.376 -1.930
H 2.422 -2.651 0.353
O 0.282 -0.383 1.088
H -0.359 -1.101 1.059
H 1.041 -0.752 1.556
```

Values from the calculation:
HOMO-LUMO gap (eV): 8.16
Relative energy (zero: lowest compared OMol25 entry of this formula, charge and spin) (eV): 0.000

Löwdin population analysis, charges in e, atoms 1 to 5: -0.049, -0.494, -0.017, -0.141, -0.173

---

A 2-piece molecular cluster, C6H13N2 overall in a non-equilibrium geometry. Source: the Open Molecules 2025 dataset; level of theory: ωB97M-V with the def2-TZVPD basis set.

```
21
Properties=species:S:1:pos:R:3
C -0.349 2.425 0.322
C 1.336 0.745 0.948
C 0.108 -1.107 0.323
C -1.452 1.698 -0.325
C -0.680 -1.428 1.528
C 1.000 -1.170 -1.896
N 0.674 1.832 0.723
N 0.281 -1.743 -0.782
H -0.239 3.422 0.573
H 1.185 0.512 1.938
H 2.063 0.617 0.295
H -1.935 2.274 -1.194
H -1.026 0.977 -0.876
H -2.202 1.505 0.385
H -0.101 -1.356 2.379
H -1.008 -2.488 1.462
H -1.533 -0.830 1.713
H 0.542 -1.183 -2.809
H 1.512 -0.282 -1.628
H 1.850 -1.787 -1.915
H -0.024 -2.634 -1.163
```

Values from the calculation:
Total charge: +1
HOMO-LUMO gap (eV): 9.20
Relative energy (zero: lowest compared OMol25 entry of this formula, charge and spin) (eV): 5.154

Löwdin population analysis, charges in e, atoms 1 to 5: -0.095, 0.069, -0.097, -0.014, -0.045